(1)
10
Properties=species:S:1:pos:R:3 method="wB97M-V/def2-TZVPD" max_force_ev_per_a=4.87 smiles="C=O.O.O" homo_ev=-10.60
O -0.330 0.010 2.330
C 0.005 0.384 1.233
H 0.239 -0.379 0.410
H 0.261 1.333 0.831
H 0.205 3.181 -4.048
H 0.115 2.816 -2.416
O 0.156 2.345 -3.310
H 0.167 -2.568 1.693
H -0.772 -3.666 1.336
O -0.046 -3.456 1.942

---

(2)
37
Properties=species:S:1:pos:R:3 method="wB97M-V/def2-TZVPD" s_squared=6.053 max_force_ev_per_a=10.97 spin_multiplicity=5 homo_ev="-12.61 / -15.93" charge=+2
O -0.194 3.645 -2.109
C -0.153 2.836 -2.959
Co -0.071 -0.644 -3.306
C -0.186 -2.306 -3.275
O -0.353 -3.399 -2.936
C -0.224 -0.759 -5.124
O -0.250 -0.669 -6.313
C 1.714 -0.226 -3.279
O 2.845 -0.013 -3.211
C -1.785 -0.233 -3.193
O -2.926 -0.053 -3.039
H -0.190 0.585 -3.994
N -0.120 -0.162 -1.188
S 0.874 0.186 0.014
C 0.022 1.439 0.988
C 0.607 2.711 1.046
C -0.003 3.718 1.783
C -1.211 3.485 2.444
C -1.775 2.198 2.417
C -1.154 1.171 1.692
C 0.887 -1.181 1.198
C 1.047 -1.003 2.584
C 0.984 -2.103 3.443
C 0.767 -3.389 2.939
C 0.693 -3.567 1.553
C 0.765 -2.475 0.688
H -0.986 -0.475 -0.746
H 1.552 2.847 0.523
H 0.497 4.692 1.791
H -1.673 4.321 2.980
H -2.710 2.058 2.966
H -1.617 0.179 1.743
H 1.224 -0.006 2.989
H 1.105 -1.956 4.515
H 0.685 -4.242 3.624
H 0.587 -4.567 1.145
H 0.726 -2.644 -0.391

---

(3)
71
Properties=species:S:1:pos:R:3 method="wB97M-V/def2-TZVPD" s_squared=1.246 max_force_ev_per_a=0.54 spin_multiplicity=2 homo_ev="-12.74 / -12.75" charge=+2
Mo 0.305 -0.230 0.546
O -0.176 0.207 2.461
N 0.393 -0.373 3.531
C -0.226 -0.226 4.722
C 0.343 -0.761 5.844
C 1.558 -1.443 5.732
C 2.164 -1.572 4.504
C 1.558 -1.022 3.373
S 2.217 -1.083 1.780
H -1.154 0.325 4.690
H -0.155 -0.646 6.796
H 2.022 -1.871 6.610
H 3.101 -2.095 4.385
S 4.685 5.531 0.753
C 6.318 5.053 0.698
C 6.453 3.711 0.496
C 5.207 3.051 0.412
C 4.143 3.908 0.552
C 2.723 3.581 0.521
C 2.320 2.231 0.575
N 1.055 1.854 0.529
C 0.084 2.794 0.434
C 0.374 4.159 0.388
C -0.716 5.088 0.278
C -1.995 4.657 0.221
C -2.311 3.257 0.274
C -3.617 2.752 0.232
C -3.853 1.388 0.313
C -2.727 0.552 0.424
N -1.485 1.003 0.436
C -1.262 2.340 0.379
C -5.188 0.803 0.274
C -5.543 -0.512 0.453
C -6.936 -0.724 0.349
C -7.617 0.429 0.099
S -6.576 1.765 -0.070
C 1.723 4.537 0.431
H 7.097 5.790 0.807
H 7.408 3.214 0.419
H 5.119 1.985 0.248
H 3.055 1.441 0.661
H -0.490 6.145 0.239
H -2.810 5.364 0.136
H -4.444 3.447 0.147
H -2.854 -0.517 0.490
H -4.847 -1.308 0.677
H -7.413 -1.685 0.469
H -8.681 0.561 -0.017
H 1.974 5.590 0.381
O -0.284 -0.322 -1.610
C 0.921 -0.475 -1.949
C 1.568 -0.713 -3.272
C 3.059 -0.692 -2.894
C 3.106 -0.536 -1.377
O 4.058 -0.457 -0.659
N 1.768 -0.438 -0.932
H 1.271 0.042 -3.998
H 1.237 -1.680 -3.655
H 3.590 0.153 -3.333
H 3.596 -1.594 -3.180
Se -0.583 -2.493 0.754
C -2.183 -2.946 -0.184
C -2.640 -2.347 -1.355
C -3.848 -2.792 -1.875
N -4.587 -3.742 -1.312
C -4.136 -4.316 -0.204
C -2.933 -3.966 0.398
H -2.085 -1.568 -1.854
H -4.240 -2.354 -2.786
H -4.754 -5.095 0.226
H -2.602 -4.474 1.294

---

(4)
12
Properties=species:S:1:pos:R:3 method="wB97M-V/def2-TZVPD" s_squared=2.011 max_force_ev_per_a=5.41 spin_multiplicity=3 homo_ev="-1.45 / -5.01" charge=-1
C 1.802 2.076 -0.120
C -1.960 -1.120 0.182
C 0.345 -1.445 -0.446
N 0.933 -0.435 -0.140
O 2.941 2.439 -0.158
O 0.707 2.398 -0.064
O 1.961 0.371 -0.058
S -1.849 0.244 1.281
H -2.291 -2.096 0.599
H -2.397 -0.772 -0.811
H 0.436 -2.253 -1.180
H -0.628 0.593 0.916